Computed, not measured: 2 unconnected molecules or ions with the total composition C8H6BrNO, with ωB97M-V/def2-TZVPD.

Computed properties:
* charge: 0
* spin multiplicity: 1
* electronic energy: -81970.74817 eV
* gap between HOMO and LUMO (alpha / beta): 6.53 / 5.35 eV
* M: 212.0 g/mol
* LUMO (alpha / beta): -0.088 / -0.105 Ha

Each line ends with the Löwdin charge.
CARTESIAN COORDINATES (ANGSTROEM)
1 C -1.4605 -0.8833 -1.0165  -0.094
2 C -1.5261 -1.6197 0.1575  -0.004
3 C -0.6670 0.1939 -1.2497  0.014
4 C -0.7091 -1.1900 1.2211  0.010
5 C 0.1867 0.5436 -0.1889  -0.096
6 C 0.1274 -0.1322 1.0905  -0.237
7 C 1.8982 1.1576 1.3053  -0.244
8 C 1.3494 1.3655 -0.0842  -0.213
9 N 1.1064 0.3524 1.9549  0.097
10 O 1.9298 2.1294 -1.0214  0.095
11 Br 4.0289 -0.2937 0.1665  -0.042
12 H -2.1877 -1.1633 -1.7610  0.108
13 H -2.1276 -2.4019 0.2653  0.067
14 H -0.7667 0.6051 -2.2705  0.137
15 H -0.5911 -1.5748 2.2666  0.139
16 H 2.5738 1.8599 1.7757  0.108
17 H 2.8306 2.4040 -0.6258  0.154